The following is a quantum chemistry calculation of a gas-phase ion, C7H12N (charge +1), from the OMol25 dataset.

Atoms and positions in Å:
N  -0.452  0.162  -0.097
C  -2.668  -0.832  0.440
C  1.436  -1.611  0.040
C  3.206  0.517  -0.001
C  -1.620  -0.520  -0.623
C  0.707  -0.365  0.045
C  2.101  -0.418  0.092
C  -0.489  1.733  0.103
H  0.553  2.006  -0.286
H  1.184  -2.597  0.189
H  -0.533  1.834  1.168
H  2.944  0.904  -0.961
H  3.238  1.178  0.777
H  4.199  0.105  -0.136
H  -1.421  2.026  -0.493
H  -1.317  -1.539  -0.862
H  -3.656  -1.144  -0.145
H  -2.865  0.124  0.939
H  -2.111  0.023  -1.443
H  -2.435  -1.586  1.254

Summary:
**E_LUMO**: -0.1295 hartree
**Total charge**: +1
**E_HOMO**: -14.22 eV
**Spin multiplicity**: 1
**Relative energy (zero: lowest compared OMol25 entry of this formula, charge and spin)**: 315.4 kJ/mol
**SMILES string**: CC/[N+](C)=c1\cc1C